Record 1
{"formula": "C20H34N2O4S", "method": "ωB97M-V/def2-TZVPD", "elements": ["C", "C", "C", "C", "C", "C", "C", "O", "S", "O", "O", "C", "C", "C", "O", "C", "C", "H", "H", "H", "H", "H", "H", "H", "H", "H", "H", "H", "H", "H", "H", "H", "H", "H", "H", "H", "H", "H", "H", "H", "H", "N", "C", "C", "C", "C", "H", "H", "H", "H", "H", "N", "C", "C", "C", "C", "H", "H", "H", "H", "H"], "xyz": [[3.6422, 2.2305, 1.4744], [3.7397, 1.2348, 0.3050], [2.4597, 0.4278, 0.0975], [2.0544, -0.5007, 1.2587], [3.2012, -1.3288, 1.8597], [0.9004, -1.4485, 0.8572], [1.2114, -2.3354, -0.3512], [0.8341, -1.7101, -1.6051], [-0.7188, -1.5131, -1.8703], [-1.2075, -2.6315, -2.6240], [-0.8805, -0.1992, -2.4074], [-1.3594, -1.5444, -0.2256], [-0.4364, -0.7013, 0.6516], [-1.1149, -0.4176, 1.9900], [-2.3792, 0.2026, 1.8695], [-2.3829, 1.4140, 1.1232], [-1.4068, 2.4763, 1.6311], [4.0491, 3.2008, 1.1894], [4.2147, 1.8961, 2.3406], [2.6047, 2.3827, 1.7783], [4.6016, 0.5803, 0.4371], [3.9306, 1.7831, -0.6194], [1.6574, 1.1625, -0.0322], [2.5105, -0.1184, -0.8463], [1.6466, 0.1203, 2.0617], [3.0589, -1.4348, 2.9367], [4.1783, -0.8729, 1.7178], [3.2467, -2.3406, 1.4519], [0.7627, -2.1371, 1.7020], [0.7048, -3.3006, -0.2872], [2.2724, -2.5489, -0.4522], [-2.3767, -1.1612, -0.2951], [-1.4000, -2.5776, 0.1221], [-0.2186, 0.2308, 0.1299], [-1.2969, -1.3708, 2.4941], [-0.4507, 0.1655, 2.6380], [-2.2077, 1.2141, 0.0585], [-3.4024, 1.7901, 1.2047], [-1.8609, 3.4606, 1.5023], [-0.4685, 2.4844, 1.0740], [-1.2036, 2.3553, 2.6949], [0.4111, -5.2009, -2.8664], [0.0872, -6.5058, -2.6271], [1.2543, -7.2160, -2.5090], [2.3252, -6.2985, -2.6855], [1.7696, -5.0639, -2.9052], [-0.2473, -4.4469, -2.9941], [-0.9405, -6.8189, -2.5596], [1.3319, -8.2737, -2.3195], [3.3792, -6.5199, -2.6589], [2.2232, -4.1041, -3.0880], [-3.5577, 5.3575, -0.5824], [-4.9252, 5.3482, -0.6245], [-5.3688, 6.5075, -0.0469], [-4.2228, 7.2449, 0.3585], [-3.1209, 6.5092, 0.0136], [-2.9652, 4.6301, -0.9381], [-5.4629, 4.5236, -1.0599], [-6.3995, 6.7965, 0.0714], [-4.2102, 8.2054, 0.8456], [-2.0702, 6.7069, 0.1396]], "forces_ev_per_a": [[0.220, -0.074, -0.123], [-0.110, 0.186, -0.018], [-0.027, 0.070, 0.123], [-0.013, -0.199, -0.191], [-0.038, 0.006, 0.152], [-0.060, 0.156, 0.203], [-0.064, -0.211, -0.010], [0.027, 0.176, 0.081], [-0.137, -0.012, -0.226], [0.029, -0.090, 0.095], [0.068, -0.015, 0.000], [0.057, -0.010, 0.024], [0.124, -0.272, 0.107], [-0.026, -0.052, -0.044], [0.151, -0.043, -0.085], [-0.070, 0.203, 0.071], [-0.152, 0.118, -0.182], [-0.021, 0.014, 0.045], [-0.152, -0.040, 0.076], [0.019, 0.028, 0.037], [0.006, -0.001, -0.045], [-0.025, -0.006, -0.011], [-0.037, -0.067, -0.122], [0.124, -0.089, 0.056], [0.153, 0.125, -0.021], [-0.028, -0.066, -0.013], [-0.017, 0.007, 0.001], [0.057, 0.053, -0.091], [-0.029, -0.034, -0.038], [0.008, -0.005, 0.002], [0.016, 0.097, -0.048], [0.027, 0.080, 0.022], [-0.065, -0.016, -0.065], [-0.112, 0.074, 0.002], [-0.068, 0.052, 0.026], [0.009, 0.044, -0.080], [0.038, -0.023, 0.024], [-0.016, -0.104, 0.081], [0.050, 0.015, 0.001], [0.088, -0.112, 0.137], [-0.015, -0.022, -0.001], [-0.077, 0.081, -0.011], [0.040, 0.025, 0.013], [0.005, -0.010, 0.016], [0.010, -0.005, 0.018], [-0.017, 0.007, 0.033], [0.022, 0.017, 0.030], [0.001, -0.011, -0.013], [0.002, 0.000, -0.001], [0.000, -0.004, -0.004], [0.000, -0.004, -0.028], [0.029, -0.057, 0.004], [0.010, -0.001, 0.014], [-0.002, 0.001, 0.005], [-0.003, 0.000, 0.005], [-0.002, -0.017, 0.007], [-0.002, 0.021, -0.034], [-0.005, 0.005, -0.003], [0.001, 0.001, 0.000], [-0.001, 0.000, -0.001], [-0.001, 0.008, -0.002]], "mulliken_charge": [-1.061, -0.793, -0.701, 0.938, -1.679, 0.694, -1.374, -0.325, 1.275, -0.783, -0.637, -1.030, 0.311, -1.222, -0.472, -0.092, -1.058, 0.372, 0.246, 0.231, 0.453, 0.439, 0.164, 0.225, 0.113, 0.349, 0.426, 0.340, 0.454, 0.369, 0.523, 0.513, 0.303, 0.105, 0.482, 0.324, 0.157, 0.447, 0.378, 0.196, 0.323, 0.101, -0.522, -0.444, -0.616, -0.413, 0.276, 0.399, 0.396, 0.416, 0.475, 0.002, -0.485, -0.379, -0.391, -0.477, 0.201, 0.371, 0.394, 0.400, 0.373], "homo_ha": -0.2988, "e_tot_ev": -43295.9996, "orbital_gap_ev": 8.59, "charge": 0}

=====

Record 2
{"formula": "C20H34N3O4", "method": "ωB97M-V/def2-TZVPD", "elements": ["C", "C", "C", "N", "C", "N", "N", "C", "C", "C", "C", "C", "C", "C", "C", "H", "H", "H", "H", "H", "H", "H", "H", "H", "H", "H", "H", "H", "H", "H", "H", "H", "H", "O", "C", "O", "C", "C", "C", "H", "H", "H", "H", "H", "H", "H", "H", "O", "C", "O", "C", "C", "C", "H", "H", "H", "H", "H", "H", "H", "H"], "xyz": [[6.8216, -0.4198, -0.9519], [5.7721, 0.2610, -0.4540], [4.3360, -0.2072, -0.6222], [3.5898, 0.7899, -1.4569], [2.2261, 0.6334, -1.5019], [1.5778, 1.0333, -2.6529], [1.5038, 0.1621, -0.5226], [0.0265, -0.0176, -0.5609], [-0.2819, -1.2354, -1.4558], [-1.7683, -1.4577, -1.7050], [-2.1732, -2.7467, -1.9823], [-3.5070, -2.9933, -2.2220], [-4.4216, -1.9707, -2.1704], [-4.0228, -0.6894, -1.9034], [-2.6875, -0.4344, -1.6661], [6.7882, -0.7851, -1.9788], [7.6755, -0.6016, -0.2998], [5.8884, 1.2144, 0.0676], [4.2961, -1.2305, -1.0117], [3.9501, -0.2413, 0.4021], [3.9006, 0.6187, -2.4133], [2.2269, 1.5504, -3.2422], [0.8451, 1.7062, -2.4287], [1.9519, -0.1093, 0.3398], [-0.4463, 0.8956, -0.9224], [-0.2987, -0.2446, 0.4539], [0.2896, -1.2047, -2.3894], [0.0838, -2.1234, -0.9213], [-1.4180, -3.5283, -1.9954], [-3.8030, -4.0158, -2.4387], [-5.4626, -2.2212, -2.3365], [-4.7757, 0.0906, -1.8737], [-2.3695, 0.5863, -1.4702], [-7.0551, -0.8955, -0.9814], [-7.8422, 0.0054, -1.1025], [-7.3832, 1.2673, -1.1888], [-8.2106, 2.3908, -1.5176], [-8.9015, 2.9511, -0.2921], [-9.3302, -0.2419, -1.0699], [-8.9127, 2.1359, -2.3124], [-7.5362, 3.1406, -1.9289], [-9.5752, 2.2214, 0.1576], [-9.4788, 3.8387, -0.5515], [-8.1660, 3.2181, 0.4671], [-9.6577, -0.2913, -0.0321], [-9.5283, -1.1966, -1.5517], [-9.9157, 0.5055, -1.5997], [8.2169, -1.9673, 5.6277], [7.4645, -1.2071, 5.0929], [7.6833, -0.8604, 3.8023], [6.7584, -0.1179, 3.0145], [6.9277, 1.3744, 3.2221], [6.3293, -0.5581, 5.8502], [5.7331, -0.4516, 3.1948], [6.9877, -0.3648, 1.9791], [6.7220, 1.6613, 4.2532], [6.2550, 1.9336, 2.5689], [7.9545, 1.6701, 3.0069], [6.7113, 0.3111, 6.3841], [5.9451, -1.2774, 6.5695], [5.4903, -0.2595, 5.2247]], "forces_ev_per_a": [[-0.472, 0.261, 0.424], [-0.329, -0.162, -0.371], [1.073, 1.229, -0.428], [-1.102, -2.178, -0.134], [-0.292, 0.610, -0.452], [0.722, 1.022, 0.643], [-0.222, 0.155, 0.592], [0.437, -0.756, -0.787], [-0.273, -0.197, 0.448], [1.191, 0.171, 0.161], [0.185, -0.101, 0.027], [0.482, -1.017, -0.105], [-0.943, -0.702, -0.302], [-0.404, 0.601, 0.054], [0.038, 0.703, -0.042], [-0.266, -1.367, 0.669], [0.720, 1.106, -0.926], [0.123, -0.830, 1.125], [-0.107, 0.244, -0.239], [-0.102, 0.162, -0.195], [0.382, 0.712, 0.084], [-0.099, -0.269, -0.192], [-0.417, -0.529, -0.194], [0.161, 0.029, -0.166], [0.068, -0.034, 0.203], [0.005, 0.342, -0.056], [-0.194, 0.257, 0.045], [0.041, 0.179, -0.077], [-0.243, -0.086, -0.056], [-0.172, 0.182, 0.019], [0.033, 0.295, 0.063], [0.177, 0.011, 0.094], [-0.129, -0.089, 0.012], [0.076, 0.190, -0.064], [-0.355, -0.159, 0.265], [0.386, 0.020, -0.221], [-0.226, 0.195, 0.124], [-0.027, -0.142, 0.118], [-0.129, 0.047, -0.499], [-0.015, -0.075, 0.052], [0.129, -0.136, 0.005], [-0.061, 0.031, -0.066], [0.018, -0.001, -0.009], [0.024, 0.063, -0.060], [0.011, 0.006, -0.001], [0.095, -0.090, 0.183], [-0.007, 0.090, 0.165], [0.056, -0.027, -0.205], [-0.067, 0.186, 0.406], [0.134, -0.294, -0.302], [-0.002, 0.278, 0.105], [-0.003, 0.032, 0.125], [-0.411, -0.225, -0.209], [0.009, 0.026, 0.087], [0.099, -0.144, 0.070], [-0.090, 0.001, -0.030], [0.011, 0.013, 0.006], [-0.018, -0.032, -0.079], [0.005, -0.005, -0.006], [0.198, 0.030, 0.107], [0.084, 0.165, -0.010]], "mulliken_charge": [-0.575, -0.429, -0.567, -0.271, 0.555, -0.458, -0.016, -1.076, -0.267, 0.941, -0.621, -0.601, -0.477, -0.532, -0.431, 0.278, 0.252, 0.401, 0.413, 0.291, 0.334, 0.310, 0.257, 0.273, 0.286, 0.398, 0.382, 0.341, 0.362, 0.373, 0.373, 0.360, 0.183, -0.533, 0.848, -0.364, -0.453, -0.982, -1.143, 0.373, 0.342, 0.272, 0.356, 0.313, 0.290, 0.321, 0.352, -0.536, 0.684, -0.379, 0.060, -1.015, -0.846, 0.327, -0.123, 0.342, 0.323, 0.297, 0.252, 0.305, 0.273], "homo_ha": -0.4166, "e_above_lowest_kj_mol": 183.61, "e_tot_ev": -33944.1383, "orbital_gap_ev": 8.40, "charge": 1}

=====

Record 3
{"formula": "C20H35BO17P", "method": "ωB97M-V/def2-TZVPD", "elements": ["C", "C", "C", "O", "O", "C", "C", "C", "B", "O", "O", "C", "C", "O", "P", "C", "O", "C", "C", "O", "O", "H", "H", "H", "H", "H", "H", "H", "H", "H", "H", "H", "H", "H", "H", "H", "H", "H", "H", "H", "H", "H", "H", "H", "C", "C", "O", "C", "O", "O", "H", "H", "H", "H", "C", "C", "O", "C", "O", "O", "H", "H", "H", "H", "C", "C", "O", "C", "O", "O", "H", "H", "H", "H"], "xyz": [[-2.6146, 0.1621, -1.1256], [-2.3208, 0.4579, 0.3542], [-2.0017, -0.7956, 1.1036], [-2.8589, -1.4950, 1.5251], [-0.7064, -1.1055, 1.3043], [-0.1443, -0.1541, 2.2611], [0.9580, -0.7735, 3.0525], [2.1956, -1.1507, 2.2069], [2.4552, -2.7207, 2.1008], [3.2020, -3.2048, 1.0414], [1.9400, -3.6446, 3.0157], [0.7187, -4.1381, 2.4603], [3.4624, -0.5537, 2.9440], [3.7592, 0.6686, 2.3376], [3.6927, 0.3326, 0.6101], [2.4878, 1.8035, 0.2321], [1.7214, 1.6360, -1.0030], [2.3595, 2.0327, -2.0940], [2.4875, 0.9977, -3.1747], [2.8170, 3.1169, -2.2268], [2.2426, -0.6188, 0.9039], [-2.5186, 1.0920, -1.6520], [-1.8831, -0.5615, -1.4553], [-3.6300, -0.1818, -1.2545], [-3.1870, 0.9166, 0.8079], [-1.5022, 1.1655, 0.4233], [0.1420, 0.7615, 1.7572], [-0.9437, 0.1032, 2.9577], [1.2423, -0.0704, 3.8250], [0.5831, -1.6599, 3.5560], [2.6376, -3.4917, 0.3155], [0.0060, -4.3383, 3.2468], [0.9096, -5.0446, 1.8970], [0.2569, -3.3960, 1.8028], [4.2622, -1.3065, 2.9003], [3.3589, -0.3714, 4.0119], [4.7771, 1.2944, 0.4644], [3.7265, -0.0136, -0.8052], [4.5781, -0.7876, 0.7956], [3.0283, 2.7446, 0.2325], [1.7858, 1.8613, 1.0565], [1.7664, 0.1979, -3.0801], [2.4252, 1.4967, -4.1332], [3.4768, 0.5812, -3.0568], [-4.5761, -4.3998, 2.7316], [-5.0558, -3.8154, 1.4273], [-5.0883, -4.9637, 0.5677], [-5.2137, -6.0650, 1.3455], [-5.4365, -7.1594, 0.9384], [-5.0505, -5.7518, 2.6563], [-4.9885, -3.8951, 3.6014], [-3.4879, -4.4086, 2.8086], [-6.0648, -3.4026, 1.4986], [-4.3872, -3.0540, 1.0405], [0.0806, 5.5702, -1.4451], [1.0097, 5.0418, -0.3822], [0.1661, 5.0164, 0.7820], [-1.1159, 4.9394, 0.3652], [-2.0499, 4.7346, 1.0703], [-1.2008, 5.1269, -0.9828], [0.2987, 5.1665, -2.4318], [0.0758, 6.6614, -1.4996], [1.3525, 4.0316, -0.5926], [1.8735, 5.6804, -0.2181], [0.3467, 1.7731, -5.2257], [0.1388, 1.6729, -3.7326], [-1.1360, 1.0284, -3.6434], [-1.3397, 0.3378, -4.7919], [-2.2214, -0.4367, -4.9680], [-0.3938, 0.6527, -5.7175], [1.3925, 1.7005, -5.5151], [-0.0780, 2.6869, -5.6471], [0.8860, 1.0442, -3.2433], [0.1130, 2.6417, -3.2396]], "forces_ev_per_a": [[0.155, 0.179, 1.019], [0.117, 0.322, -0.247], [0.570, 1.069, -0.325], [-1.536, -1.613, 0.541], [0.493, 0.224, 0.313], [-0.543, 0.105, 0.085], [0.184, -0.207, -0.917], [0.927, -0.474, 0.897], [-0.020, 0.019, -0.132], [-0.225, -0.196, -0.006], [-0.278, 0.333, 0.071], [0.206, 0.180, -0.068], [0.060, -0.088, 0.300], [-0.355, -0.672, -0.333], [0.680, 0.880, -0.985], [-0.010, -0.013, 1.220], [0.094, -0.633, 0.416], [-0.314, -1.517, 0.278], [2.305, -0.450, 0.293], [1.000, 2.172, -0.436], [-0.067, 0.027, 0.320], [0.137, 0.198, -0.499], [-0.003, -0.110, -0.596], [-0.162, -0.422, -0.071], [-0.241, 0.109, 0.246], [0.212, 0.039, -0.024], [0.302, -0.031, -0.251], [-0.168, 0.082, 0.099], [0.000, 0.337, 0.162], [-0.096, -0.127, 0.145], [0.277, 0.087, -0.099], [-0.098, -0.133, 0.355], [-0.034, -0.275, -0.153], [-0.110, 0.004, -0.097], [0.510, 0.322, -0.370], [-0.611, -0.110, 0.186], [0.141, -0.405, -0.191], [-0.392, 0.208, -0.010], [-0.147, 0.052, 0.284], [0.146, 0.206, -0.425], [-0.401, 0.026, -0.111], [1.318, -0.959, 0.287], [0.384, -0.251, 0.086], [0.490, -0.125, 0.056], [0.131, 0.125, 0.151], [0.006, 0.367, -0.129], [-0.036, -0.159, 0.244], [0.019, 0.080, -0.040], [-0.020, -0.057, 0.007], [-0.019, 0.029, -0.143], [-0.087, -0.167, 0.041], [-0.005, 0.001, -0.060], [-0.022, -0.087, 0.026], [0.044, -0.117, -0.134], [0.023, 0.087, -0.171], [0.310, -0.139, 0.015], [-0.185, 0.117, -0.206], [0.087, -0.054, -0.067], [-0.085, -0.001, 0.018], [0.101, 0.003, 0.180], [-0.153, -0.091, 0.033], [-0.026, -0.002, 0.031], [-0.041, 0.042, 0.019], [-0.051, 0.011, 0.200], [-0.083, 0.198, -0.099], [-1.018, 0.450, 0.115], [-0.260, -0.111, -0.639], [0.014, 0.158, 0.276], [-0.084, -0.100, -0.084], [-0.067, 0.007, 0.105], [-0.232, -0.140, -0.267], [-0.008, -0.002, -0.021], [-2.885, 1.113, -0.724], [-0.267, 0.074, 0.009]], "mulliken_charge": [-1.350, 0.355, 0.116, -0.648, -0.075, 0.068, -1.583, 1.319, 0.375, -0.608, -0.544, -0.548, -0.970, -0.563, -0.141, -1.535, 0.600, 0.395, -1.410, -0.591, -0.148, 0.378, 0.365, 0.391, 0.379, -0.109, -0.208, 0.680, 0.479, 0.208, 0.285, 0.193, 0.402, 0.095, 0.388, 0.457, 0.006, -0.142, 0.160, 0.715, 0.326, 0.322, 0.304, 0.565, -0.145, 0.116, -0.341, 0.663, -0.541, -0.372, 0.309, 0.146, 0.221, -0.014, -0.428, 0.698, -0.386, 0.702, -0.559, -0.363, 0.266, 0.251, -0.519, 0.344, -0.247, 1.158, -0.212, 0.508, -0.553, -0.384, 0.379, 0.238, -0.949, -0.139], "homo_ha": -0.1826, "e_above_lowest_kj_mol": 504.00, "e_tot_ev": -66080.3954, "orbital_gap_ev": 7.16, "charge": -1}